(1)
Entry from the Open Molecules 2025 dataset: C47H55CsF3NOPS2SbSi as an isolated structure (ωB97M-V with the def2-TZVPD basis set).

M: 1084.816 g/mol
Multiplicity: 1
HOMO-LUMO gap: 5.4 eV
Net charge: -2
Energy relative to the best compared isomer or geometry (same formula, charge and spin): 78.89 kJ/mol

Each line ends with the Löwdin charge.
Cartesian coordinates (Å):
Cs -0.461 -0.176 0.417  0.6215
C -3.172 4.679 -0.877  -0.1254
C -2.645 3.274 -0.565  -0.5551
C -3.824 2.297 -0.515  -0.1504
P -1.262 2.421 -1.489  0.9548
C 0.223 3.489 -1.107  -0.5454
C 1.503 2.739 -1.489  -0.1329
C 0.249 4.891 -1.716  -0.1162
C -1.529 2.574 -3.272  -0.3085
C -2.289 3.547 -3.909  -0.0850
C -2.545 3.543 -5.276  -0.3207
C -3.393 4.602 -5.924  -0.0896
C -1.993 2.489 -6.009  -0.0800
C -1.209 1.517 -5.432  -0.0345
C -0.905 1.523 -4.034  -0.3532
N -0.120 0.647 -3.411  0.0392
C 0.546 -0.319 -4.156  -0.2322
C 1.578 -0.023 -5.063  -0.2174
C 2.021 1.395 -5.311  -0.0531
C 2.229 -1.054 -5.738  -0.0359
C 1.906 -2.387 -5.548  -0.2956
C 2.617 -3.486 -6.292  -0.0626
C 0.902 -2.676 -4.626  -0.0357
C 0.235 -1.682 -3.931  -0.1926
C -0.836 -2.046 -2.946  -0.0528
H -3.668 5.092 0.007  0.0708
H -3.920 4.644 -1.671  0.0631
H -2.396 5.378 -1.180  0.0443
H -2.208 3.306 0.443  0.0971
H -4.253 2.166 -1.511  0.0778
H -4.614 2.662 0.148  0.0732
H -3.512 1.310 -0.166  0.0340
H 0.197 3.574 -0.011  0.0957
H 1.593 2.658 -2.573  0.0556
H 1.527 1.716 -1.109  0.0365
H 2.375 3.271 -1.100  0.0743
H -0.086 4.873 -2.756  0.0687
H 1.268 5.288 -1.705  0.0673
H -0.376 5.594 -1.166  0.0515
H -2.701 4.357 -3.322  0.0769
H -3.571 5.430 -5.235  0.0619
H -4.373 4.226 -6.235  0.0638
H -2.914 5.019 -6.816  0.0626
H -2.182 2.435 -7.079  0.0997
H -0.801 0.724 -6.046  0.1020
H 1.516 2.091 -4.646  0.0501
H 1.800 1.706 -6.336  0.0765
H 3.099 1.494 -5.161  0.0743
H 3.026 -0.797 -6.432  0.1062
H 3.371 -3.073 -6.964  0.0655
H 1.922 -4.075 -6.897  0.0740
H 3.116 -4.179 -5.613  0.0481
H 0.636 -3.712 -4.433  0.1151
H -1.123 -3.092 -3.051  0.0788
H -1.714 -1.412 -3.075  0.0733
H -0.519 -1.925 -1.909  -0.0004
F 0.285 -8.746 4.277  0.0185
C 0.388 -7.553 3.622  -0.2947
C 1.626 -6.962 3.505  -0.0244
C 1.718 -5.750 2.831  -0.1034
C 0.599 -5.137 2.272  -0.3386
C -0.633 -5.770 2.424  -0.1228
C -0.751 -6.978 3.100  -0.0242
Sb 0.777 -3.241 1.226  1.3252
C 2.858 -2.909 1.983  -0.3729
C 2.929 -1.933 2.979  -0.1449
C 4.131 -1.547 3.562  -0.0139
C 5.281 -2.166 3.126  -0.2880
F 6.478 -1.811 3.681  0.0159
C 5.277 -3.134 2.141  -0.0353
C 4.059 -3.493 1.577  -0.1449
C 1.547 -4.077 -0.599  -0.3748
C 1.197 -5.358 -1.016  -0.1079
C 1.747 -5.916 -2.162  -0.0190
C 2.645 -5.165 -2.891  -0.2948
F 3.198 -5.719 -4.009  0.0159
C 2.995 -3.881 -2.539  -0.0246
C 2.439 -3.350 -1.381  -0.1233
H 2.497 -7.437 3.936  0.1092
H 2.689 -5.278 2.754  0.0799
H -1.521 -5.321 1.994  0.0582
H -1.708 -7.469 3.221  0.1094
H 2.034 -1.418 3.318  0.0390
H 4.159 -0.773 4.317  0.0986
H 6.210 -3.586 1.828  0.1048
H 4.059 -4.253 0.801  0.0957
H 0.484 -5.935 -0.440  0.0945
H 1.484 -6.912 -2.493  0.1102
H 3.668 -3.308 -3.161  0.1207
H 2.722 -2.343 -1.094  0.1083
C -5.424 -4.667 -0.733  -0.2005
Si -4.548 -3.142 -0.074  0.3704
C -5.399 -2.641 1.522  -0.1952
C -4.755 -1.757 -1.319  -0.1739
C -2.802 -3.489 0.209  -0.2794
C -1.591 -3.712 0.265  -0.2678
H -6.482 -4.449 -0.903  0.0188
H -5.352 -5.496 -0.028  0.0215
H -4.983 -4.993 -1.675  0.0241
H -6.473 -2.520 1.350  0.0207
H -5.007 -1.697 1.901  0.0235
H -5.258 -3.392 2.299  0.0230
H -5.803 -1.610 -1.590  0.0264
H -4.190 -1.972 -2.227  0.0255
H -4.379 -0.813 -0.919  0.0099
C -1.068 1.714 6.355  -0.1662
O -0.685 1.676 4.990  -0.2789
C 0.543 1.209 4.658  -1.3874
S 1.586 0.627 5.837  0.5048
S 0.839 1.268 2.986  0.3419
H -2.043 2.202 6.359  0.0800
H -0.349 2.273 6.954  0.0585
H -1.146 0.706 6.766  0.0695

Forces on the atoms, in the same order (eV/Å):
Cs -0.4 0.1 -0.2
C -0.1 0.0 0.0
C 0.0 0.1 0.1
C 0.0 0.0 0.0
P -0.1 0.4 -0.2
C 0.0 0.0 0.1
C 0.0 0.0 0.0
C 0.0 0.0 0.0
C 0.1 -0.1 0.0
C -0.1 0.1 0.0
C 0.0 0.0 0.1
C 0.0 0.0 0.0
C 0.0 0.0 -0.1
C 0.0 0.0 0.0
C 0.0 0.0 0.1
N 0.0 0.0 0.0
C -0.1 -0.1 0.1
C 0.1 0.0 0.0
C 0.0 0.0 0.0
C 0.0 0.0 0.0
C 0.0 0.0 0.0
C 0.1 0.0 0.0
C 0.0 0.0 0.0
C 0.0 0.0 0.0
C -0.1 -0.1 -0.1
H 0.0 0.0 0.0
H 0.0 0.0 0.0
H 0.0 0.0 0.0
H 0.0 0.0 0.0
H 0.0 0.0 0.0
H 0.0 0.0 0.0
H 0.0 0.0 0.0
H 0.0 0.0 0.0
H 0.0 0.0 0.0
H 0.0 0.1 0.0
H 0.0 0.0 0.0
H 0.0 0.0 0.0
H 0.0 0.0 0.0
H 0.0 0.0 0.0
H 0.0 0.0 0.0
H 0.0 0.0 0.0
H 0.0 0.0 0.0
H 0.0 0.0 0.0
H 0.0 0.0 0.0
H 0.0 0.0 0.0
H 0.0 0.0 0.0
H 0.0 0.0 0.0
H 0.0 0.0 0.0
H 0.0 0.0 0.0
H 0.0 0.0 0.0
H 0.0 0.0 0.0
H 0.0 0.1 -0.1
H 0.0 0.0 0.0
H 0.0 0.0 0.0
H 0.0 0.0 0.0
H 0.1 0.0 0.0
F 0.0 0.1 0.0
C 0.0 0.0 0.0
C 0.0 0.0 0.0
C 0.0 0.0 0.0
C 0.0 0.1 0.0
C -0.1 0.0 0.0
C 0.0 0.0 0.0
Sb 0.5 -0.8 0.3
C -0.1 0.0 0.1
C 0.0 0.0 0.0
C 0.1 0.0 0.0
C 0.1 0.0 0.1
F -0.1 0.0 0.0
C 0.0 0.0 0.0
C 0.0 0.0 -0.1
C -0.1 0.0 0.0
C 0.0 0.0 0.0
C 0.0 0.0 0.0
C 0.0 -0.1 0.0
F 0.0 0.0 0.1
C 0.0 -0.1 0.1
C 0.0 0.0 0.0
H 0.0 0.0 0.0
H 0.0 0.0 0.0
H 0.0 0.0 0.0
H 0.0 0.0 0.0
H 0.0 0.0 0.0
H 0.0 0.0 0.0
H 0.0 0.0 0.0
H 0.0 0.0 0.0
H 0.0 0.0 0.0
H 0.0 0.0 0.0
H 0.0 0.0 0.0
H 0.0 0.0 0.0
C -0.1 0.0 0.0
Si 0.1 0.0 0.0
C -0.1 0.0 0.0
C 0.0 0.0 0.0
C 0.1 0.1 -0.1
C 0.1 -0.1 0.0
H 0.0 0.0 0.0
H 0.0 0.0 0.0
H 0.0 0.0 -0.1
H 0.0 0.0 0.1
H 0.0 0.0 0.0
H 0.0 -0.1 0.0
H 0.0 0.0 0.0
H 0.0 0.0 -0.1
H 0.0 0.0 0.0
C 0.0 -0.1 0.0
O 0.0 0.1 0.0
C 0.1 -0.2 -0.1
S 0.0 0.1 -0.1
S 0.1 0.2 0.3
H 0.0 0.0 0.0
H 0.0 0.0 0.0
H 0.0 0.0 0.0



(2)
Entry from the Open Molecules 2025 dataset: CH3IO2S2 as an isolated structure (ωB97M-V with the def2-TZVPD basis set).

M: 238.071 g/mol
Multiplicity: 1
HOMO-LUMO gap: 8.4 eV
Energy relative to the best compared isomer or geometry (same formula, charge and spin): 0.00 kJ/mol

Each line ends with the natural charge from an NBO analysis.
Cartesian coordinates (Å):
C 0.334 -0.099 -0.087  -0.7579
O 0.216 -0.674 -2.962  -0.8932
O 1.088 -2.899 -2.448  -0.8678
S 1.368 -1.540 -2.846  1.6419
S 2.086 -0.249 -0.490  0.0487
I 2.643 1.855 -1.397  0.0927
H -0.236 0.122 -0.990  0.2574
H 0.053 -1.080 0.295  0.2445
H 0.185 0.653 0.682  0.2337

Forces on the atoms, in the same order (eV/Å):
C 0.1 0.2 -0.1
O 0.3 -0.2 -0.2
O 0.3 0.5 0.0
S -0.7 -0.4 -0.4
S 0.1 -0.2 0.5
I -0.1 0.1 0.0
H 0.0 0.0 0.1
H 0.0 0.0 0.0
H 0.0 0.0 0.0



(3)
Entry from the Open Molecules 2025 dataset: CH8F9K3N3O19S7 as an isolated structure (ωB97M-V with the def2-TZVPD basis set).

M: 878.822 g/mol
Multiplicity: 1
HOMO-LUMO gap: 5.6 eV
Net charge: -1

Each line ends with the natural charge from an NBO analysis.
Cartesian coordinates (Å):
K 1.385 3.516 -2.089  0.9889
K 2.211 0.056 -2.807  0.9812
K -2.987 1.856 1.764  0.9901
N -1.277 -5.257 1.024  -1.0716
S -2.017 -4.187 -0.018  2.4252
O -2.246 -2.828 0.389  -0.9650
O -2.893 -4.792 -0.969  -0.8897
F -0.681 -4.030 -0.893  -0.5212
S -2.379 -5.214 2.157  2.4249
O -3.576 -5.919 1.774  -0.9432
O -2.535 -4.045 2.969  -0.9332
F -1.743 -6.244 3.217  -0.5174
N 0.937 1.213 -0.735  -1.2345
S -0.183 -0.093 -0.580  2.3747
O -1.500 0.074 -0.083  -0.8702
O 0.365 -1.401 -0.487  -0.8244
F -0.407 -0.053 -2.214  -0.5363
S 1.208 1.299 0.795  2.4385
O 2.269 0.506 1.334  -0.8898
O 0.114 1.634 1.658  -0.9107
F 1.923 2.734 0.720  -0.5316
N -3.105 -0.220 -6.350  -1.1547
S -4.355 -1.234 -6.053  2.4545
O -5.378 -0.828 -5.136  -0.9146
O -3.960 -2.602 -5.951  -0.9173
F -5.018 -1.091 -7.478  -0.4989
S -2.638 0.111 -4.910  2.4598
O -2.136 -0.972 -4.117  -0.9167
O -3.380 1.159 -4.267  -0.9498
F -1.293 0.972 -5.262  -0.5584
C 4.812 3.398 2.576  0.6875
F 4.519 3.779 1.310  -0.3580
F 4.504 2.094 2.637  -0.3320
F 6.108 3.555 2.800  -0.3141
S 3.768 4.345 3.804  2.3457
O 2.396 4.017 3.409  -1.0281
O 4.233 3.825 5.068  -0.9751
O 4.120 5.732 3.626  -0.9924
O -3.544 -0.929 2.082  -1.0012
H -4.432 -1.201 1.833  0.4793
H -2.983 -1.318 1.389  0.5204
O 0.752 5.332 1.679  -0.9881
H 1.425 4.798 2.164  0.5176
H 1.260 5.827 1.032  0.4439
O 4.653 0.022 -1.036  -0.9844
H 4.299 -0.019 -0.134  0.5074
H 5.074 -0.833 -1.168  0.4818
O 1.363 -2.529 3.006  -0.9307
H 2.117 -1.950 2.858  0.4622
H 0.831 -2.068 3.661  0.4696

Forces on the atoms, in the same order (eV/Å):
K -0.2 0.4 0.5
K 0.1 -0.8 -0.1
K 0.4 -0.6 0.0
N -1.7 2.4 -0.3
S 2.9 -0.8 -2.9
O -0.3 -0.4 0.5
O -0.4 0.2 0.8
F 0.0 0.2 0.1
S -1.4 -2.6 3.0
O 0.1 0.6 0.0
O 0.3 0.2 -0.5
F 0.5 0.2 -0.6
N -2.6 -2.5 0.5
S -1.8 -2.7 -5.5
O 0.3 1.6 0.7
O 1.4 0.9 1.0
F 0.1 0.6 0.8
S 3.7 4.1 5.0
O -0.7 -0.7 -0.9
O -0.6 -1.0 -0.8
F 0.2 0.1 -0.8
N -1.4 -1.0 0.4
S -0.8 -1.6 -0.9
O 0.6 0.7 -0.3
O 0.3 0.3 -0.4
F 0.1 0.1 -0.1
S 1.6 2.2 2.0
O -0.2 0.3 -0.4
O -0.1 -0.4 0.3
F 0.4 -0.4 -0.5
C -1.3 0.2 0.4
F 0.4 0.2 -0.2
F 0.3 -0.2 0.0
F 0.2 0.0 -0.3
S 0.3 0.5 1.0
O 0.5 -0.3 -0.1
O -0.4 -0.6 -0.4
O 0.0 0.2 -0.8
O -0.1 1.0 -0.3
H 0.0 -0.3 0.1
H 0.0 -0.5 0.2
O -0.1 -0.3 -0.5
H -0.1 0.2 0.3
H 0.1 0.2 0.2
O -0.5 -0.1 -0.2
H 0.0 0.1 0.0
H 0.1 0.0 0.1
O 0.1 0.1 0.0
H 0.0 0.1 0.0
H -0.1 -0.1 0.0



(4)
Entry from the Open Molecules 2025 dataset: a 2-piece molecular cluster, C2H7N3O overall (ωB97M-V with the def2-TZVPD basis set).

M: 89.098 g/mol
Multiplicity: 1
HOMO-LUMO gap: 9.7 eV
SMILES string: [H]/N=C/N.NC=O
Energy relative to the best compared isomer or geometry (same formula, charge and spin): 133.90 kJ/mol

Each line ends with the natural charge from an NBO analysis.
Cartesian coordinates (Å):
N 0.122 1.661 0.460  -0.8188
C 1.278 1.172 0.957  0.3270
N 1.519 -0.101 0.954  -0.8195
H -0.025 2.661 0.432  0.3725
H -0.226 1.322 -0.452  0.4399
H 2.063 1.843 1.301  0.1349
H 2.460 -0.322 0.632  0.3551
C -1.472 -0.967 -1.109  0.5332
N -0.870 -1.895 -0.373  -0.7972
O -0.885 0.003 -1.589  -0.6647
H -2.526 -1.148 -1.321  0.1137
H 0.078 -1.770 -0.047  0.4386
H -1.516 -2.460 0.156  0.3855

Forces on the atoms, in the same order (eV/Å):
N -0.9 1.3 -0.5
C 0.9 -1.6 -0.8
N -0.9 0.2 -1.6
H 0.4 0.0 0.7
H 0.3 -1.0 1.0
H -0.2 0.7 -0.1
H 0.4 0.2 1.4
C 1.3 1.4 -0.9
N -0.8 -0.8 0.4
O -0.7 -0.5 -0.1
H -0.3 -0.1 0.1
H 0.1 0.4 0.2
H 0.4 -0.3 0.1



Which of these has the lowest M? C2H7N3O



What is the M in the third record? 878.822 g/mol



Which value of M does entry 3 give? 878.822 g/mol